A cluster of 2 separate species, C4H6Br4S in total, computed with wB97M-V/def2-TZVPD.

```
! RIJCOSX wB97M-V def2-TZVPD def2/J DEFGRID3
* xyz 0 1
S 0.279 0.374 -1.641
C 1.388 -0.766 -0.712
Br 3.251 -0.432 -1.330
C 1.028 -2.236 -0.785
Br -0.627 -2.497 0.177
H 0.736 1.373 -0.981
H 1.422 -0.369 0.251
H 1.112 -2.615 -1.850
H 1.737 -2.737 -0.251
C -2.385 1.266 0.997
C -1.287 1.919 1.338
Br -0.129 1.186 2.667
Br -1.023 3.774 0.855
H -2.514 0.220 1.091
H -2.988 1.540 0.173
*
```

The orbital gap is 0.3496 Ha. Its largest force on an atom is 2.85 eV Å⁻¹. The calculation puts the HOMO energy at -9.29 eV. Its relative energy (zero: lowest compared OMol25 entry of this formula, charge and spin) is 21.1 kJ/mol. Its SMILES is S[C@H](Br)CBr.C=C(Br)Br. The value obtained for the LUMO energy is 0.0082 Eh.



An isolated molecule of C3H7NOS, computed with wB97M-V/def2-TZVPD.

```
! RIJCOSX wB97M-V def2-TZVPD def2/J DEFGRID3
* xyz 0 1
N -0.546 -1.091 1.110
C -0.136 0.183 0.375
C 0.726 1.113 1.228
O 1.465 1.903 0.713
C 0.467 -0.076 -0.974
S -0.908 -0.780 -2.119
H 0.289 -1.651 0.961
H -1.264 -1.413 0.465
H -1.094 0.733 0.329
H 0.637 0.944 2.311
H 1.102 -0.963 -0.948
H 0.933 0.770 -1.456
H -1.670 0.327 -1.995
*
```

The orbital gap is 0.3725 Ha. Its largest force on an atom is 2.50 eV Å⁻¹. The calculation puts the HOMO energy at -9.49 eV. Its relative energy (zero: lowest compared OMol25 entry of this formula, charge and spin) is 142.7 kJ/mol. Its SMILES is N[C@@H](C=O)CS. The value obtained for the LUMO energy is 0.0236 Eh.



A structure of composition C8H24NiO8S5, computed with wB97M-V/def2-TZVPD.

```
! RIJCOSX wB97M-V def2-TZVPD def2/J DEFGRID3
* xyz 1 4
Ni 0.893 0.056 0.442
S 3.112 0.617 1.698
O 1.741 0.501 2.156
O 4.068 -0.182 2.432
O 2.847 0.139 0.370
O 3.797 1.912 1.668
C 0.348 4.706 -0.446
S 1.324 3.198 -0.517
O 0.440 2.009 -0.249
C 1.693 3.078 -2.269
H 0.979 5.556 -0.703
H -0.023 4.754 0.578
H -0.474 4.727 -1.161
H 0.844 3.109 -2.952
H 2.368 2.302 -2.630
H 2.184 4.001 -2.576
C -0.594 -3.219 2.429
S 0.934 -3.393 1.377
O 1.077 -2.043 0.709
C 1.969 -3.572 2.813
H -0.779 -4.078 3.073
H -1.427 -2.902 1.802
H -0.360 -2.486 3.202
H 1.711 -4.469 3.375
H 1.701 -2.661 3.349
H 3.023 -3.528 2.538
C 0.552 -1.974 -3.797
S -0.444 -1.708 -2.267
O 0.249 -0.658 -1.388
C -1.781 -0.659 -3.098
H 0.033 -2.410 -4.651
H 1.434 -2.599 -3.657
H 0.921 -1.000 -4.120
H -2.758 -1.007 -2.763
H -1.820 -0.730 -4.185
H -1.619 0.368 -2.772
C -2.822 1.610 0.220
S -2.370 -0.179 0.575
O -0.915 -0.241 1.067
C -3.268 -0.605 2.138
H -2.322 2.197 0.992
H -3.890 1.707 0.412
H -2.422 1.901 -0.751
H -3.076 -1.622 2.479
H -4.350 -0.469 2.154
H -2.726 -0.051 2.904
*
```

The orbital gap (spin up / spin down) is 0.3648 / 0.2402 Ha. Its expectation value of S² is 3.764. Its largest force on an atom is 4.87 eV Å⁻¹. The calculation puts the HOMO energy (spin up / spin down) at -12.01 / -12.11 eV. The value obtained for the LUMO energy (spin up / spin down) is -0.0767 / -0.2046 Eh.



A structure of composition C37H40CdN9O3, computed with wB97M-V/def2-TZVPD.

```
! RIJCOSX wB97M-V def2-TZVPD def2/J DEFGRID3
* xyz 1 1
Cd 14.152 15.875 15.242
N 14.431 13.639 17.679
O 14.542 14.475 16.799
O 13.318 13.488 18.172
O 15.409 13.084 18.168
N 13.024 10.625 17.985
C 14.098 9.819 18.093
C 13.592 8.573 17.686
C 12.236 8.600 17.502
C 11.862 9.941 17.794
H 13.034 11.607 18.223
H 15.071 10.277 18.193
H 14.146 7.646 17.679
H 11.563 7.777 17.309
H 10.936 10.492 17.876
N 19.302 13.690 19.514
C 18.810 14.207 18.343
C 19.843 14.902 17.690
C 20.915 14.879 18.584
C 20.569 14.143 19.713
H 18.808 13.150 20.210
H 17.784 14.096 18.026
H 19.665 15.412 16.755
H 21.870 15.336 18.370
H 21.103 13.995 20.640
N 14.679 11.579 20.836
C 15.466 12.192 21.738
C 15.610 11.357 22.828
C 14.834 10.246 22.625
C 14.300 10.390 21.294
H 14.495 11.998 19.935
H 15.916 13.140 21.482
H 16.222 11.577 23.690
H 14.790 9.384 23.274
H 13.693 9.679 20.754
N 15.831 16.956 15.741
C 16.710 17.345 14.777
C 17.914 17.888 15.105
C 18.248 18.299 16.392
C 17.403 17.885 17.373
C 16.219 17.270 17.013
H 16.508 17.139 13.736
H 18.613 18.193 14.341
H 19.144 18.818 16.700
H 17.639 17.977 18.423
H 15.538 17.038 17.819
N 12.417 14.813 14.722
C 12.378 13.457 14.850
C 11.332 12.602 14.507
C 10.168 13.189 14.029
C 10.108 14.537 13.930
C 11.239 15.302 14.250
H 13.312 12.991 15.125
H 11.465 11.531 14.494
H 9.333 12.542 13.806
H 9.276 15.060 13.483
H 11.121 16.338 13.966
N 12.877 16.905 16.750
C 11.810 16.321 17.367
C 10.868 17.020 18.035
C 11.081 18.358 18.300
C 12.141 19.010 17.746
C 13.021 18.245 16.972
H 11.607 15.264 17.274
H 9.992 16.474 18.353
H 10.252 18.921 18.703
H 12.275 20.081 17.800
H 13.828 18.799 16.516
N 15.014 17.270 20.224
C 15.045 18.385 20.973
C 15.192 18.410 22.378
C 15.503 17.148 22.980
C 15.506 16.001 22.231
C 15.283 16.117 20.872
H 14.730 19.306 20.504
H 15.178 19.350 22.909
H 15.744 17.215 24.030
H 15.700 15.068 22.738
H 15.262 15.269 20.205
N 7.520 13.721 19.628
C 7.187 13.416 18.356
C 8.194 13.172 17.388
C 9.556 13.179 17.791
C 9.872 13.558 19.108
C 8.803 13.765 19.958
H 6.143 13.381 18.080
H 7.834 12.955 16.393
H 10.264 13.064 16.983
H 10.877 13.554 19.502
H 9.029 13.893 21.006
*
```

The orbital gap is 0.2059 Ha. Its largest force on an atom is 3.87 eV Å⁻¹. The calculation puts the HOMO energy at -9.15 eV. Its relative energy (zero: lowest compared OMol25 entry of this formula, charge and spin) is 0.0 kJ/mol. The value obtained for the LUMO energy is -0.1304 Eh.